w | DFT (ωB97M-V with the def2-TZVPD basis set) results for a cluster of 2 separate species, H4O2 in total.

Positions of all 6 atoms, in Å:
O  0.1370  1.2382  0.0137
H  0.9299  0.7023  -0.0091
H  0.3872  2.0158  0.5127
O  -0.8232  -1.4776  -0.0596
H  -0.6417  -0.5565  -0.2466
H  0.0109  -1.9221  -0.2111

As for the SMILES: O.O. As for the spin multiplicity: 1. The gap between HOMO and LUMO is 11.770 eV.


x | DFT (ωB97M-V with the def2-TZVPD basis set) results for a cluster of 2 separate species, H4O2 in total.

Positions of all 6 atoms, in Å:
O  1.1491  0.0029  1.3558
H  0.7084  -0.2084  0.5125
H  0.5967  0.6755  1.7660
O  -0.4591  -0.1912  -1.0575
H  -0.7053  -0.2373  -1.9879
H  -1.2899  -0.0415  -0.5889

As for the SMILES: O.O. As for the spin multiplicity: 1. The gap between HOMO and LUMO is 11.511 eV.


Energy relative to the most stable one, in kcal/mol: w 1.8; x 0.0


w | DFT (ωB97M-V with the def2-TZVPD basis set) results for a cluster of 2 separate species, H4O2 in total.

Positions of all 6 atoms, in Å:
O  1.7355  0.0679  -0.1288
H  2.0245  -0.6694  0.4063
H  0.7746  0.1124  -0.2281
O  -1.1783  -0.0949  -0.0665
H  -2.0778  -0.1765  -0.3383
H  -1.2784  0.7606  0.3554

As for the SMILES: O.O. As for the spin multiplicity: 1. The gap between HOMO and LUMO is 11.584 eV.


x | DFT (ωB97M-V with the def2-TZVPD basis set) results for a cluster of 2 separate species, H4O2 in total.

Positions of all 6 atoms, in Å:
O  1.6938  0.1742  -0.0969
H  0.8125  -0.0300  0.2208
H  2.1868  -0.6881  -0.1584
O  -1.2438  0.0136  -0.1594
H  -2.0380  -0.4149  0.1847
H  -1.4112  0.9453  0.0092

As for the SMILES: O.O. As for the spin multiplicity: 1. The gap between HOMO and LUMO is 11.669 eV.


y | DFT (ωB97M-V with the def2-TZVPD basis set) results for a cluster of 2 separate species, H4O2 in total.

Positions of all 6 atoms, in Å:
O  2.8995  -0.4393  0.4407
H  3.7080  0.1177  0.3748
H  3.2345  -1.3645  0.4336
O  -3.1383  0.9279  -0.4991
H  -3.5639  0.2934  -1.1193
H  -3.1399  0.4649  0.3692

As for the SMILES: O.O. As for the spin multiplicity: 1. The gap between HOMO and LUMO is 12.493 eV.


Energy relative to the most stable one, in kcal/mol: w 2.0; x 0.0; y 3.9


w | DFT (ωB97M-V with the def2-TZVPD basis set) results for a cluster of 2 separate species, H4O2 in total.

Positions of all 6 atoms, in Å:
O  -0.6094  0.5187  -1.0343
H  -0.7113  -0.0059  -0.2462
H  -1.4483  0.9425  -1.1458
O  0.8230  -0.3235  1.1495
H  0.9869  -1.2837  0.9171
H  0.9591  0.1519  0.3597

As for the SMILES: O.O. As for the spin multiplicity: 1. The gap between HOMO and LUMO is 12.621 eV.


x | DFT (ωB97M-V with the def2-TZVPD basis set) results for a cluster of 2 separate species, H4O2 in total.

Positions of all 6 atoms, in Å:
O  0.6030  -1.5000  0.0876
H  -0.3276  -1.7489  0.0625
H  0.5892  -0.5356  -0.0653
O  0.0894  1.1814  -0.1134
H  -0.6741  1.2574  -0.7135
H  -0.2799  1.3458  0.7421

As for the SMILES: O.O. As for the spin multiplicity: 1. The gap between HOMO and LUMO is 11.398 eV.


Energy relative to the most stable one, in kcal/mol: w 1.8; x 0.0


w | DFT (ωB97M-V with the def2-TZVPD basis set) results for the molecule C4H7NO3.

Positions of all 15 atoms, in Å:
C  -0.1829  -1.8897  -0.2371
C  -0.0828  -0.6054  -0.0251
C  -1.0211  0.3924  0.4590
N  -2.2873  0.4141  0.0105
O  -0.7260  1.3417  1.1753
C  1.6515  0.1568  -0.1393
O  1.9607  0.6582  1.0714
O  1.7438  0.9490  -1.2283
H  0.6277  -2.3802  -0.5488
H  -0.9481  -2.6137  -0.0133
H  -2.7786  -0.0154  -0.7447
H  -2.7910  1.2249  0.2879
H  2.2471  -0.7752  -0.2279
H  1.0750  1.2365  1.3478
H  1.5120  1.9060  -1.1875

As for the SMILES: C=C(C(N)=O)C(O)O. As for the spin multiplicity: 1. The gap between HOMO and LUMO is 9.945 eV.


x | DFT (ωB97M-V with the def2-TZVPD basis set) results for the molecule C4H7NO3.

Positions of all 15 atoms, in Å:
O  -1.3069  1.1242  -0.8112
C  -1.6004  -0.0774  -0.7487
C  -0.9620  -1.0686  0.2053
C  0.2076  -0.3340  1.0399
N  1.0564  0.5950  0.2869
O  0.6546  1.9355  0.4432
C  1.9902  0.2778  -0.6050
O  2.3475  -0.8318  -0.7684
H  -2.6032  -0.4035  -1.3293
H  -0.5409  -1.9215  -0.4550
H  -1.7010  -1.6691  0.9168
H  0.6786  -1.1311  1.5894
H  -0.4560  0.3083  1.6530
H  -0.1544  2.0268  -0.2183
H  2.3900  1.1692  -1.1988

As for the SMILES: O=CCCN(O)C=O. As for the spin multiplicity: 1. The gap between HOMO and LUMO is 9.619 eV.


Energy relative to the most stable one, in kcal/mol: w 0.0; x 21.3


w | DFT (ωB97M-V with the def2-TZVPD basis set) results for a structure of composition C4H7NO3.

Positions of all 15 atoms, in Å:
C  -0.0645  1.6978  -2.0147
C  0.1844  0.1819  -0.3506
C  0.1828  -0.7774  1.7393
C  -0.0881  -1.1025  0.2961
H  -0.5967  1.7222  -2.9490
H  1.0428  2.0518  -2.0222
H  -0.7085  2.2297  -1.2461
H  0.7338  -1.4421  2.3709
H  -0.7487  -0.5913  2.2103
H  0.5933  -1.8336  -0.2240
H  -1.2912  -2.3372  -0.8920
N  0.6391  1.0985  0.4764
O  -0.1926  0.2862  -1.6341
O  0.9911  0.3524  1.6680
O  -1.3969  -1.5746  0.1407

As for the spin multiplicity: 1. The gap between HOMO and LUMO is 9.129 eV.


x | DFT (ωB97M-V with the def2-TZVPD basis set) results for a cluster of 2 separate species, C4H7NO3 in total.

Positions of all 15 atoms, in Å:
C  -0.6121  -0.2516  0.5381
C  0.0595  0.7030  -0.3106
C  -1.6871  -1.1829  -0.0890
C  2.5306  1.2159  0.3959
N  2.6243  -0.0779  0.1061
O  2.3956  -0.9036  1.0517
O  2.7941  -0.4238  -1.1130
O  -0.8659  1.2068  0.5262
H  0.0122  -0.6707  1.3294
H  0.4526  0.8588  -1.3266
H  -2.0567  -1.8414  0.7316
H  -1.3169  -1.9156  -0.7508
H  -2.5500  -0.6879  -0.5073
H  2.8089  1.8608  -0.3706
H  2.4137  1.6900  1.3870

As for the spin multiplicity: 1. The gap between HOMO and LUMO (alpha / beta) is 7.953 / 7.117 eV.


y | DFT (ωB97M-V with the def2-TZVPD basis set) results for the molecule C4H7NO3.

Positions of all 15 atoms, in Å:
N  0.5708  -1.3102  -0.6669
C  -0.8795  -1.1733  -0.4114
O  -1.6403  -1.4922  -1.3064
C  -1.2100  -0.4134  0.8284
C  -0.7041  0.9117  0.2886
C  1.0722  0.7130  -0.0250
O  1.8958  0.2323  0.7300
O  1.4258  1.8366  -0.6921
H  1.2717  -1.5487  0.0304
H  0.7680  -1.6894  -1.5876
H  -2.2902  -0.4335  0.9966
H  -0.6443  -0.7720  1.6915
H  -0.6658  1.6994  1.0393
H  -1.2314  1.2699  -0.5955
H  2.2612  2.1699  -0.3196

As for the SMILES: NC(=O)CCC(=O)O. As for the spin multiplicity: 1. The gap between HOMO and LUMO is 10.213 eV.


z | DFT (ωB97M-V with the def2-TZVPD basis set) results for the molecule C4H7NO3.

Positions of all 15 atoms, in Å:
C  0.8779  1.1016  -0.6263
C  -0.4376  0.3270  -0.6112
N  -1.2161  0.6864  0.5783
C  -0.1313  -1.1757  -0.5386
O  -0.4696  -1.9443  -1.3912
C  0.6778  -1.6241  0.7051
O  1.5716  -2.4041  0.6150
O  0.3172  -1.0467  1.8444
H  1.4699  0.8103  -1.4943
H  1.4544  0.9035  0.2796
H  0.6708  2.1743  -0.6823
H  -0.9843  0.5174  -1.5466
H  -2.1537  0.2977  0.5263
H  -1.3028  1.6940  0.6640
H  -0.3442  -0.3171  1.6777

As for the SMILES: C[C@H](N)C(=O)C(=O)O. As for the spin multiplicity: 1. The gap between HOMO and LUMO is 10.081 eV.


Energy relative to the most stable one, in kcal/mol: w 106.5; x 184.3; y 29.3; z 0.0


w | DFT (ωB97M-V with the def2-TZVPD basis set) results for a structure of composition C4H7NO3.

Positions of all 15 atoms, in Å:
C  -0.4283  1.0766  1.7814
C  -0.2391  -0.4739  0.0895
C  0.9044  0.0451  -0.3567
C  1.5284  -0.0992  -1.6187
H  -1.3676  1.8578  2.5461
H  0.3496  0.4438  2.3279
H  0.1679  1.9864  1.0887
H  -2.1330  -0.8441  -0.2580
H  -0.9283  -2.4521  -0.2691
H  1.1557  0.9227  0.4512
H  0.0497  -1.1712  -1.8293
N  -1.1716  -1.3498  -0.6705
O  -1.0627  0.0864  1.1414
O  0.7068  -0.6641  -2.5675
O  2.4679  0.6358  -1.8563

As for the spin multiplicity: 1. The gap between HOMO and LUMO is 10.249 eV.


x | DFT (ωB97M-V with the def2-TZVPD basis set) results for the molecule C4H7NO3.

Positions of all 15 atoms, in Å:
C  -0.8894  1.0736  -1.3668
C  -0.9465  -0.0102  -0.3188
O  -1.9038  -0.7773  -0.2834
N  0.2987  -0.4094  0.3569
C  0.5987  -1.7979  0.6182
C  1.1759  0.5493  0.7291
O  2.3849  0.5299  0.7202
O  0.3996  1.7358  0.9332
H  0.1300  1.3153  -1.6715
H  -1.4005  1.9584  -0.9797
H  -1.4463  0.7417  -2.2481
H  1.4095  -1.8968  1.3463
H  0.8679  -2.2787  -0.3277
H  -0.2824  -2.3035  1.0243
H  -0.3961  1.5697  1.4677

As for the SMILES: CC(=O)N(C)C(=O)O. As for the spin multiplicity: 1. The gap between HOMO and LUMO is 10.840 eV.


Energy relative to the most stable one, in kcal/mol: w 123.2; x 0.0


w | DFT (ωB97M-V with the def2-TZVPD basis set) results for the molecule C6H17N5O2.

Positions of all 30 atoms, in Å:
N  -3.2770  -0.8635  0.7800
N  -2.7306  0.2528  -0.0359
C  -1.7883  0.9104  0.8591
N  -2.3747  1.4425  2.1565
N  -0.8169  -0.0957  1.2990
C  0.3779  0.4312  1.9395
C  1.4343  0.7116  0.8840
C  2.0970  -0.5277  0.4364
C  2.3754  -0.6365  -1.0547
N  3.2239  0.4675  -1.5127
C  1.0399  -0.5273  -1.9053
O  1.0840  -0.4616  -3.1102
O  -0.0824  -0.9281  -1.2528
H  -4.2080  -1.0045  0.3264
H  -2.6674  -1.7564  0.7553
H  -2.1708  -0.2251  -0.7898
H  -1.2689  1.7043  0.4005
H  -3.1447  2.0412  1.8295
H  -2.8916  0.6371  2.5066
H  -1.2731  -0.7309  1.9812
H  0.0903  1.3207  2.4561
H  0.7427  -0.3459  2.6174
H  2.2202  1.4820  1.1376
H  0.8146  1.2141  0.0885
H  3.0848  -0.8035  0.9601
H  1.5370  -1.3673  0.6254
H  2.6617  -1.6932  -1.4051
H  4.2014  0.2437  -1.5000
H  3.0050  0.5659  -2.5239
H  -0.1366  -0.7605  -0.3232

As for the SMILES: NN[C@@H](N)NCCC[C@H](N)C(=O)O. As for the spin multiplicity: 1. The gap between HOMO and LUMO is 10.367 eV.


x | DFT (ωB97M-V with the def2-TZVPD basis set) results for a cluster of 2 separate species, C6H17N5O2 in total.

Positions of all 30 atoms, in Å:
C  -2.5502  0.2559  -0.7391
C  1.6894  -1.0571  0.4297
C  1.5347  0.7460  2.0678
C  -1.4528  -0.4355  -1.2848
C  1.0085  0.3403  0.7487
C  -0.5330  0.3988  0.9428
N  -1.3905  -1.8909  -1.3971
N  -0.8077  0.2224  -2.4126
N  1.3821  1.2654  -0.3293
N  -1.2506  -0.6614  1.4974
N  -0.9717  1.7088  1.0553
O  -3.3967  -0.1952  0.0595
O  -2.7543  1.5694  -1.0130
H  1.4961  -1.7022  1.2639
H  1.2478  -1.3498  -0.5836
H  2.7072  -0.7622  0.3909
H  2.5156  1.0348  2.2325
H  0.8843  1.5872  2.5478
H  1.2597  0.0033  2.8439
H  -1.8763  -2.1235  -2.2771
H  -2.1391  -2.2082  -0.7192
H  -1.5511  0.7716  -2.8267
H  -0.1767  -0.2496  -2.9774
H  2.3948  1.5871  -0.2588
H  1.2147  0.6934  -1.1447
H  -0.8140  -1.5922  1.4398
H  -2.2511  -0.4864  1.2948
H  -2.0587  1.9058  -1.6023
H  -0.4238  2.3305  0.5021
H  -1.9051  2.0347  0.9670

As for the spin multiplicity: 1. The gap between HOMO and LUMO is 7.132 eV.


Energy relative to the most stable one, in kcal/mol: w 0.0; x 22.5